Below is 5 unconnected molecules or ions with the total composition C7H15B3Cl8FNO6S at a distorted geometry, with properties calculated with the ωB97M-V functional and the def2-TZVPD basis.

```
42
Properties=species:S:1:pos:R:3:mulliken_charge:R:1
N -1.39 -3.68 0.85 -0.56
B -2.12 -2.95 -0.15 0.66
O -3.48 -3.07 -0.34 -0.39
B -4.14 -1.86 -0.47 0.23
C -5.57 -1.67 0.18 -0.47
C -5.91 -0.23 0.31 0.62
O -6.37 0.47 -0.51 -0.47
F -5.60 0.26 1.53 -0.27
O -3.50 -0.80 -1.10 -0.40
B -2.14 -0.79 -0.86 0.23
C -1.33 0.45 -0.31 -0.80
S -1.90 2.08 -0.68 1.04
O -3.20 2.07 -1.25 -0.59
O -1.64 2.92 0.46 -0.64
O -1.47 -1.99 -0.97 -0.27
H -1.35 -3.12 1.70 0.26
H -0.42 -3.73 0.54 0.15
H -6.34 -2.13 -0.42 0.33
H -5.52 -2.16 1.15 0.34
H -1.28 0.35 0.78 0.37
H -0.30 0.39 -0.66 0.50
H -1.03 2.44 -1.65 0.11
C 3.07 -4.06 0.80 -0.14
Cl 1.97 -3.93 -0.58 -0.12
Cl 2.19 -4.09 2.33 -0.17
H 3.64 -4.97 0.71 0.31
H 3.72 -3.20 0.79 0.10
C 5.54 -1.11 -1.28 -0.26
Cl 3.98 -0.36 -1.64 -0.09
Cl 5.43 -2.88 -1.32 -0.15
H 6.26 -0.79 -2.02 0.35
H 5.85 -0.80 -0.28 0.18
C 0.28 5.63 -0.20 -0.13
Cl -0.34 6.66 -1.48 -0.16
Cl 1.43 4.43 -0.81 -0.16
H 0.79 6.25 0.53 0.31
H -0.54 5.10 0.26 0.14
C 4.42 3.04 1.25 0.13
Cl 4.71 1.30 1.40 -0.13
Cl 5.82 3.90 0.62 -0.16
H 3.59 3.18 0.56 -0.11
H 4.18 3.43 2.23 0.29
```

Properties
* gap between HOMO and LUMO: 0.397 hartree
* 2S+1: 1
* structure (SMILES): NB1OB(CC(=O)F)OB(C[SH](=O)=O)O1.ClCCl.ClCCl.ClCCl.ClCCl


Below is 2 unconnected molecules or ions with the total composition C2H4BrNO at a distorted geometry, with properties calculated with the ωB97M-V functional and the def2-TZVPD basis.

```
9
Properties=species:S:1:pos:R:3:mulliken_charge:R:1
C 1.36 -0.64 0.07 0.43
C -1.17 0.94 0.16 -0.58
N 0.61 -1.55 -0.16 -0.37
O 0.23 1.13 0.15 -0.53
Br 3.08 0.01 0.11 0.04
H -1.72 1.55 -0.52 0.29
H -1.51 0.93 1.30 0.19
H -1.47 0.03 -0.33 0.23
H 0.59 -2.39 -0.78 0.30
```

Properties
* gap between HOMO and LUMO (alpha / beta): 0.306 / 0.306 hartree
* 2S+1: 1
* relative energy (zero: lowest compared OMol25 entry of this formula, charge and spin): 112.9 kcal per mole


Below is a molecular structure, C27H23BBrN4O5Tl at a distorted geometry, with properties calculated with the ωB97M-V functional and the def2-TZVPD basis.

```
62
Properties=species:S:1:pos:R:3:mulliken_charge:R:1
Tl 0.15 -0.11 -0.20 0.59
O -3.75 2.40 0.38 -0.58
C -2.61 1.80 -0.14 0.76
O -2.51 0.57 -0.04 -0.61
C -2.22 2.51 -1.44 -0.77
O -0.83 2.45 -1.67 -0.36
C -0.12 3.33 -0.83 -0.41
C -0.60 3.37 0.63 0.68
O -0.12 4.20 1.39 -0.76
O -1.48 2.50 0.99 -0.38
H -3.96 1.89 1.17 0.33
H -2.58 3.55 -1.41 0.30
H -2.69 1.99 -2.27 0.31
H -0.17 4.36 -1.22 0.32
H 0.92 3.01 -0.85 0.21
Br -1.04 -2.55 1.63 -0.21
C -1.86 -3.58 0.22 0.46
C -2.62 -4.65 0.61 -0.69
C -3.25 -5.44 -0.36 -0.40
C -3.09 -5.15 -1.68 -0.86
C -2.30 -4.06 -2.10 1.05
C -2.18 -3.73 -3.46 -0.79
C -1.44 -2.64 -3.85 -0.90
C -0.78 -1.86 -2.89 -0.39
C -0.85 -2.13 -1.54 -0.64
C -1.64 -3.23 -1.13 0.74
H -2.75 -4.86 1.66 0.37
H -3.86 -6.27 -0.05 0.34
H -3.58 -5.75 -2.44 0.29
H -2.68 -4.35 -4.20 0.27
H -1.36 -2.38 -4.90 0.35
H -0.18 -1.02 -3.22 0.33
N 5.22 0.72 5.62 0.02
C 6.41 0.52 6.25 0.62
C 6.94 1.00 7.43 -0.95
C 8.20 0.54 7.79 -0.41
C 8.89 -0.37 7.00 -0.42
C 8.36 -0.87 5.83 -0.73
C 7.10 -0.42 5.44 0.53
N 6.34 -0.76 4.37 -0.66
C 5.21 -0.07 4.48 0.05
C 4.09 -0.17 3.60 1.04
C 2.85 0.44 3.87 -0.55
C 1.78 0.18 3.04 -0.55
N 1.84 -0.63 1.98 -0.30
C 3.03 -1.16 1.69 -0.44
C 4.16 -0.97 2.45 -0.62
H 4.49 1.34 5.91 0.18
H 6.40 1.71 8.05 0.37
H 8.65 0.90 8.71 0.36
H 9.86 -0.71 7.33 0.36
H 8.90 -1.59 5.23 0.43
H 2.71 1.08 4.73 0.20
H 0.81 0.62 3.23 0.49
H 3.04 -1.79 0.81 0.50
H 5.10 -1.44 2.20 0.47
B 4.17 0.02 -3.70 0.12
C 2.99 -0.04 -2.70 0.00
N 2.11 -0.10 -1.95 -0.60
H 4.00 0.94 -4.48 -0.16
H 4.22 -1.04 -4.29 -0.16
H 5.20 0.20 -3.06 -0.16
```

Properties
* gap between HOMO and LUMO: 0.166 hartree
* total charge: -2
* 2S+1: 1
* relative energy (zero: lowest compared OMol25 entry of this formula, charge and spin): 8.5 kcal per mole


Below is 2 unconnected molecules or ions with the total composition CCl3NS at a distorted geometry, with properties calculated with the ωB97M-V functional and the def2-TZVPD basis.

```
6
Properties=species:S:1:pos:R:3:mulliken_charge:R:1
C 1.29 -0.24 0.16 0.46
N -0.96 0.47 -0.61 -0.23
S 1.04 -1.66 0.84 -0.11
Cl 1.83 1.13 -0.43 -0.03
Cl -1.59 -1.12 -0.64 -0.05
Cl -1.62 1.43 0.67 -0.05
```

Properties
* gap between HOMO and LUMO (alpha / beta): 0.288 / 0.234 hartree
* 2S+1: 1
* relative energy (zero: lowest compared OMol25 entry of this formula, charge and spin): 35.7 kcal per mole


Below is 14 unconnected molecules or ions with the total composition C66H115N7O23 at a distorted geometry, with properties calculated with the ωB97M-V functional and the def2-TZVPD basis.

```
211
Properties=species:S:1:pos:R:3:mulliken_charge:R:1
C 0.88 -5.94 0.38 -1.43
C 2.30 -5.48 0.02 1.19
C 3.36 -5.88 0.98 -0.68
C 3.27 -5.03 2.22 0.34
N 3.25 -4.37 3.17 -0.56
H 0.11 -5.49 -0.26 0.27
H 0.57 -5.72 1.39 0.25
H 0.82 -7.06 0.26 0.46
H 2.32 -4.40 -0.01 -0.84
H 2.42 -5.93 -0.95 0.31
H 4.39 -5.84 0.70 0.31
H 3.12 -6.85 1.40 0.49
C -4.34 -0.54 -7.06 -1.13
C -5.04 0.18 -5.92 -0.29
C -4.32 1.46 -5.31 -0.53
C -2.93 1.11 -4.82 0.02
N -1.96 0.64 -4.44 -0.34
H -5.03 -1.33 -7.38 0.41
H -3.38 -1.02 -6.78 0.14
H -4.12 0.10 -7.97 0.29
H -5.14 -0.53 -5.12 0.19
H -6.09 0.55 -6.13 0.39
H -4.91 1.88 -4.51 -0.01
H -4.22 2.30 -6.01 0.51
C 6.87 5.92 -2.76 -1.28
C 7.15 4.47 -2.79 -0.38
C 6.09 3.61 -3.50 -0.26
C 4.90 3.53 -2.65 0.07
N 4.06 3.31 -1.88 -0.19
H 6.67 6.40 -3.73 0.30
H 7.73 6.38 -2.24 0.38
H 6.07 6.23 -2.12 0.29
H 7.25 4.11 -1.75 0.24
H 8.16 4.30 -3.20 0.43
H 6.45 2.57 -3.54 0.08
H 5.96 4.05 -4.49 0.41
C -6.39 -3.17 2.32 -1.34
C -4.97 -3.18 1.84 0.00
C -3.90 -2.89 2.90 0.74
C -4.00 -1.54 3.39 0.07
N -4.20 -0.47 3.76 -0.46
H -7.09 -3.64 1.62 0.41
H -6.71 -2.14 2.45 0.14
H -6.60 -3.68 3.25 0.37
H -4.73 -2.49 1.08 -0.16
H -4.79 -4.12 1.42 0.59
H -2.85 -2.97 2.57 -0.78
H -3.89 -3.66 3.68 0.76
C -4.95 5.10 -1.70 -1.55
C -3.94 4.46 -0.77 0.17
C -3.14 3.37 -1.50 2.79
C -2.36 4.03 -2.52 -0.13
N -1.67 4.69 -3.17 -0.64
H -5.52 5.84 -1.21 0.42
H -5.54 4.33 -2.14 0.29
H -4.47 5.65 -2.54 0.38
H -4.47 3.89 0.06 -0.03
H -3.26 5.23 -0.31 0.46
H -3.94 2.74 -1.94 -0.33
H -2.44 2.78 -0.88 -1.84
C -0.04 0.65 0.78 0.39
C 0.28 -0.30 -0.37 3.03
C 0.70 -1.65 0.28 -1.05
C -0.48 -2.33 0.94 1.06
C -1.64 -2.56 -0.06 -1.45
C -2.13 -1.29 -0.78 2.08
N -0.93 -0.56 -1.24 0.62
O -1.24 0.73 -1.80 2.51
C -2.99 -1.69 -1.92 -1.41
C -2.91 -0.44 0.23 0.77
C 1.32 0.37 -1.30 -0.19
H -0.46 1.58 0.47 -0.33
H 0.90 0.90 1.25 0.15
H -0.76 0.26 1.51 -1.38
H 1.11 -2.28 -0.49 -0.20
H 1.51 -1.47 1.00 -0.43
H -0.82 -1.86 1.87 -0.70
H -0.17 -3.35 1.16 0.37
H -2.44 -2.98 0.51 -0.28
H -1.31 -3.22 -0.86 0.62
H -2.30 -2.30 -2.56 -0.03
H -3.87 -2.30 -1.61 0.38
H -3.36 -0.82 -2.42 0.30
H -2.78 0.65 0.09 -1.90
H -3.96 -0.64 0.07 0.59
H -2.67 -0.54 1.28 -1.12
H 0.99 1.35 -1.68 -0.29
H 1.47 -0.28 -2.18 -0.39
H 2.29 0.32 -0.80 -0.38
H -1.41 0.55 -2.74 -0.94
C 0.76 -4.41 7.54 -2.05
C 0.40 -3.27 6.54 1.95
C -0.83 -2.48 7.09 -1.87
C -1.06 -1.17 6.39 0.53
C 0.23 -0.32 6.41 -1.59
C 1.45 -1.02 5.81 2.08
N 1.56 -2.35 6.54 0.20
O 2.77 -2.95 6.14 -0.60
C 1.28 -1.08 4.22 -0.68
C 2.68 -0.21 6.13 -1.92
C -0.06 -3.97 5.22 -0.83
H -0.09 -4.88 7.94 0.47
H 1.41 -4.00 8.32 0.48
H 1.43 -5.10 6.93 0.35
H -1.79 -3.02 7.01 0.36
H -0.69 -2.36 8.17 0.41
H -1.74 -0.59 6.92 0.74
H -1.42 -1.25 5.39 -0.56
H 0.54 -0.08 7.45 0.35
H 0.03 0.58 5.81 0.03
H 1.15 -0.05 3.86 0.06
H 2.12 -1.58 3.80 0.96
H 0.37 -1.59 3.89 -0.76
H 2.49 0.84 6.08 0.39
H 2.99 -0.43 7.16 0.50
H 3.57 -0.41 5.43 0.12
H -0.56 -4.89 5.49 0.65
H 0.81 -4.19 4.55 0.06
H -0.72 -3.34 4.60 -0.45
H 2.58 -3.29 5.20 0.47
C 1.12 4.82 -0.58 -1.36
C 1.86 3.98 0.53 1.88
C 3.14 4.77 1.02 -0.19
O 3.12 4.51 2.44 -0.43
C 1.99 3.90 2.79 0.40
O 1.82 3.46 3.89 -0.51
O 1.16 3.87 1.73 -0.28
H 1.67 4.62 -1.49 0.33
H 1.17 5.92 -0.47 0.47
H 0.05 4.60 -0.72 0.00
H 2.05 2.98 0.15 -0.64
H 3.03 5.86 0.85 0.34
H 4.05 4.39 0.50 0.10
C -0.04 -2.46 -6.77 -1.65
C 0.84 -2.42 -5.46 1.06
C -0.06 -2.35 -4.22 0.34
O 0.37 -3.40 -3.36 -0.20
C 1.45 -4.00 -3.90 0.44
O 2.08 -4.85 -3.40 -0.52
O 1.63 -3.65 -5.18 -0.44
H -0.43 -1.51 -6.93 0.33
H -0.86 -3.17 -6.57 0.44
H 0.51 -2.73 -7.64 0.46
H 1.57 -1.65 -5.48 -0.14
H -1.10 -2.59 -4.45 0.35
H -0.15 -1.52 -3.53 -0.56
C -7.24 0.21 1.46 -0.81
C -7.54 0.98 0.13 0.09
C -6.42 1.93 -0.31 0.25
O -6.17 1.55 -1.73 -0.21
C -6.73 0.37 -1.95 0.55
O -6.57 -0.37 -2.89 -0.55
O -7.53 -0.04 -0.87 -0.39
H -6.34 -0.39 1.24 -0.30
H -8.08 -0.38 1.70 0.60
H -6.93 0.84 2.30 0.31
H -8.55 1.39 0.22 0.31
H -5.48 1.87 0.23 -0.40
H -6.82 2.92 -0.35 0.53
C 1.40 4.91 -4.88 -1.62
C 1.57 3.57 -4.29 1.81
C 0.40 2.62 -4.59 0.03
O 1.07 1.35 -4.75 -0.11
C 2.36 1.64 -5.00 0.42
O 3.20 0.80 -5.32 -0.66
O 2.70 2.92 -4.90 -0.44
H 1.07 4.74 -5.92 0.43
H 2.30 5.45 -4.80 0.45
H 0.55 5.27 -4.30 0.36
H 1.70 3.47 -3.25 -0.66
H -0.01 2.86 -5.61 0.45
H -0.45 2.55 -3.90 -0.75
C 5.53 -0.99 -3.73 -1.32
C 4.47 -2.10 -3.68 1.08
C 5.02 -3.52 -3.74 -0.91
O 5.22 -3.94 -2.39 -0.39
C 4.54 -3.05 -1.64 -0.28
O 4.34 -3.23 -0.45 -0.55
O 3.94 -2.11 -2.29 0.99
H 4.92 -0.10 -3.46 0.06
H 5.92 -0.91 -4.75 0.45
H 6.38 -1.05 -3.09 0.49
H 3.71 -2.01 -4.39 -0.33
H 5.97 -3.59 -4.23 0.41
H 4.29 -4.14 -4.22 0.31
C -2.55 2.31 6.15 -1.24
C -2.40 2.93 4.80 0.35
C -1.45 2.26 3.85 1.11
O -2.16 2.41 2.57 0.47
C -3.46 2.58 2.82 -0.17
O -4.36 2.47 2.04 -0.53
O -3.67 2.79 4.11 -0.40
H -3.23 1.44 6.13 0.27
H -2.88 3.13 6.85 0.43
H -1.54 2.00 6.49 0.28
H -2.18 3.95 4.94 0.42
H -1.51 1.17 4.04 -0.53
H -0.42 2.66 3.80 -0.54
C 3.95 0.97 1.99 -0.24
C 5.35 0.35 1.94 0.19
C 5.41 -1.00 1.14 0.04
O 5.97 -0.70 -0.06 -0.18
C 6.48 0.53 -0.06 0.59
O 7.22 0.98 -0.94 -0.68
O 6.15 1.19 1.04 -0.39
H 3.31 0.27 2.58 -0.17
H 3.59 1.06 0.97 -0.31
H 3.90 1.95 2.53 0.56
H 5.88 0.26 2.88 0.50
H 4.41 -1.40 0.89 -0.25
H 6.05 -1.75 1.65 0.23
```

Properties
* gap between HOMO and LUMO: 0.319 hartree
* 2S+1: 1


Below is a molecular structure, C22H32F5IrN3O2S2Si at a distorted geometry, with properties calculated with the ωB97M-V functional and the def2-TZVPD basis.

```
68
Properties=species:S:1:pos:R:3:mulliken_charge:R:1
Ir -0.36 0.77 -0.76 0.49
F 2.64 -5.53 -1.63 -0.27
C 2.31 -4.36 -1.16 0.69
C 0.97 -4.01 -1.03 0.22
F 0.03 -4.88 -1.37 -0.32
C 0.63 -2.77 -0.54 0.10
F -0.65 -2.48 -0.38 -0.41
C 1.61 -1.85 -0.17 1.02
S 1.26 -0.24 0.41 -0.20
C 2.95 -2.23 -0.28 -0.06
F 3.91 -1.38 0.09 -0.36
C 3.31 -3.47 -0.78 0.24
F 4.58 -3.81 -0.90 -0.28
O -0.76 1.89 0.98 -0.53
C -1.73 2.99 1.00 -0.66
C -3.14 2.60 0.59 -0.55
C -3.27 1.89 -0.77 -1.05
C -2.51 2.58 -1.87 0.82
C -3.10 3.49 -2.73 -0.70
C -2.31 4.12 -3.69 -0.42
C -0.96 3.84 -3.74 -0.57
C -0.43 2.93 -2.85 -0.42
N -1.19 2.33 -1.92 0.12
H -0.91 1.26 1.70 0.27
H -1.30 3.72 0.31 0.37
H -1.70 3.41 2.00 0.44
H -3.70 3.53 0.59 0.41
H -3.59 1.96 1.36 0.37
H -4.33 1.80 -1.03 0.55
H -2.91 0.86 -0.68 0.02
H -4.16 3.68 -2.67 0.52
H -2.76 4.82 -4.38 0.46
H -0.31 4.31 -4.47 0.47
H 0.62 2.68 -2.84 0.46
C -1.56 -0.61 4.62 -0.87
N -0.11 -0.59 4.87 0.00
C 0.25 -1.02 6.23 -1.23
C 0.79 -0.55 3.90 0.93
S 0.24 -0.96 2.28 -0.41
N 2.06 -0.27 4.14 0.10
C 3.13 -0.62 3.20 -1.30
C 2.48 0.61 5.24 -1.18
H -2.05 -0.16 5.48 0.38
H -1.92 -1.63 4.50 0.40
H -1.81 -0.03 3.74 0.21
H -0.42 -1.83 6.51 0.41
H 0.13 -0.21 6.95 0.37
H 1.27 -1.39 6.26 0.41
H 2.89 -1.55 2.69 0.45
H 4.04 -0.77 3.77 0.44
H 3.30 0.18 2.48 0.38
H 1.62 1.08 5.70 0.39
H 3.11 1.39 4.81 0.42
H 3.06 0.07 5.99 0.38
C -0.34 0.39 -5.10 -1.12
Si 0.02 -0.92 -3.83 0.31
C -1.24 -2.29 -3.94 -1.04
C 1.75 -1.57 -4.07 -0.87
O -0.09 -0.27 -2.30 -0.05
H -0.35 -0.07 -6.10 0.42
H 0.43 1.17 -5.12 0.30
H -1.31 0.87 -4.96 0.28
H -0.96 -2.97 -4.75 0.37
H -2.24 -1.91 -4.15 0.34
H -1.31 -2.89 -3.03 0.30
H 1.78 -2.26 -4.91 0.38
H 2.12 -2.11 -3.20 0.12
H 2.46 -0.76 -4.28 0.32
```

Properties
* gap between HOMO and LUMO (alpha / beta): 0.260 / 0.252 hartree
* total charge: +2
* 2S+1: 2
* relative energy (zero: lowest compared OMol25 entry of this formula, charge and spin): 0.0 kcal per mole


| no. | total energy (eV) |
| --- | --- |
| 1 | -137046.4210 |
| 2 | -75714.4885 |
| 3 | -119983.4813 |
| 4 | -50923.9773 |
| 5 | -127828.5700 |
| 6 | -77859.0137 |